# 1
The following is a quantum chemistry calculation of an isolated ion of composition C5H11O2 and charge -1, from the OMol25 dataset.

```
! RIJCOSX wB97M-V def2-TZVPD def2/J DEFGRID3
* xyz -1 1
C -0.890 -0.179 2.108
O -1.243 1.066 2.725
C -0.662 -0.038 0.606
C 0.804 0.130 0.178
C 1.110 -0.445 -1.219
C 0.178 -0.055 -2.397
O 0.596 -0.523 -3.566
H 0.021 -0.559 2.594
H -1.683 -0.883 2.344
H -0.746 1.750 2.255
H -1.116 -0.852 0.041
H -1.278 0.813 0.289
H 1.067 1.185 0.171
H 1.413 -0.402 0.912
H 1.118 -1.539 -1.154
H 2.125 -0.159 -1.496
H 0.053 1.077 -2.306
H -0.866 -0.388 -2.085
*
```

## Properties
SMILES: [O-]CCCCCO
ΔE to the lowest compared entry with this formula, charge and spin, eV: 2.5560

For each atom in turn, the Löwdin charge in e is:
1. C -0.2730
2. O -0.1005
3. C -0.2118
4. C -0.2295
5. C -0.2375
6. C -0.6037
7. O -0.3578
8. H 0.1006
9. H 0.1020
10. H 0.0752
11. H 0.0990
12. H 0.1136
13. H 0.0943
14. H 0.0892
15. H 0.0961
16. H 0.0902
17. H 0.0804
18. H 0.0731

# 2
The following is a quantum chemistry calculation of C29H45Ge2N6OPtS as an isolated structure in a non-equilibrium geometry, from the OMol25 dataset.

```
! RIJCOSX wB97M-V def2-TZVPD def2/J DEFGRID3
* xyz 1 1
Pt 0.432 -0.148 -0.459
C 3.040 3.256 1.781
C 2.185 2.028 1.521
Ge 1.338 2.129 -0.333
C 2.589 2.545 -1.873
C 2.800 4.042 -2.021
C -0.048 3.506 -0.276
C -1.337 3.152 -0.219
Ge -1.661 1.159 -0.196
C -2.550 0.576 -1.953
C -3.712 1.404 -2.470
C -2.370 0.499 1.622
C -3.734 1.005 2.059
C -2.451 4.091 -0.192
C -2.262 5.472 -0.307
C -3.336 6.335 -0.240
C -4.621 5.848 -0.059
C -4.827 4.481 0.031
C -3.754 3.617 -0.048
H 3.381 3.256 2.817
H 2.474 4.172 1.615
H 3.915 3.254 1.135
H 1.372 1.967 2.247
H 2.790 1.124 1.602
H 2.167 2.133 -2.791
H 3.542 2.045 -1.695
H 1.862 4.550 -2.239
H 3.490 4.240 -2.841
H 3.227 4.463 -1.113
H 0.257 4.542 -0.310
H -2.864 -0.461 -1.830
H -1.736 0.602 -2.684
H -4.576 1.312 -1.817
H -3.997 1.036 -3.453
H -3.443 2.456 -2.555
H -1.619 0.807 2.355
H -2.375 -0.591 1.580
H -3.731 2.087 2.173
H -3.991 0.568 3.024
H -4.506 0.722 1.347
H -1.271 5.878 -0.450
H -3.169 7.399 -0.327
H -5.456 6.530 0.003
H -5.825 4.090 0.162
H -3.919 2.549 0.001
C 0.412 -2.409 -4.129
N -0.041 -2.094 -2.794
C -0.522 -2.860 -1.828
S -1.173 -2.079 -0.446
N -0.632 -4.184 -1.849
C 0.096 -5.122 -2.677
H 0.124 -1.581 -4.778
H -0.057 -3.315 -4.498
H 1.498 -2.512 -4.168
H 0.104 -1.117 -2.512
H -1.139 -4.571 -1.063
H -0.500 -5.456 -3.529
H 0.346 -5.994 -2.074
H 1.018 -4.666 -3.026
O 1.597 -2.298 0.155
C 1.601 -2.799 1.283
C 2.102 -4.197 1.512
C 0.973 -5.164 1.897
C 0.556 -5.086 3.363
C -0.018 -3.730 3.771
C 1.004 -2.595 3.675
N 1.142 -2.105 2.322
H 2.866 -4.179 2.290
H 2.577 -4.527 0.586
H 1.319 -6.179 1.696
H 0.101 -4.971 1.265
H 1.413 -5.319 3.996
H -0.194 -5.857 3.545
H -0.364 -3.790 4.801
H -0.876 -3.481 3.142
H 1.979 -2.937 4.037
H 0.690 -1.750 4.289
H 0.714 -1.211 2.082
N 2.148 -0.511 -1.805
C 3.133 -0.677 -1.193
C 4.266 -0.825 -0.453
C 5.033 0.299 -0.128
N 5.618 1.244 0.166
C 4.575 -2.058 0.128
N 4.791 -3.069 0.629
*
```

## Properties
ΔE to the lowest compared entry with this formula, charge and spin, eV: 3.7498

For each atom in turn, the Löwdin charge in e is:
1. Pt 0.6080
2. C -0.1603
3. C -0.3374
4. Ge 0.8639
5. C -0.3520
6. C -0.1667
7. C -0.2300
8. C -0.3363
9. Ge 0.8738
10. C -0.3784
11. C -0.1706
12. C -0.3531
13. C -0.1656
14. C -0.2471
15. C -0.0228
16. C -0.0669
17. C -0.0687
18. C -0.0601
19. C -0.0841
20. H 0.0831
21. H 0.0676
22. H 0.0539
23. H 0.0554
24. H 0.0411
25. H 0.0578
26. H 0.0359
27. H 0.0630
28. H 0.0792
29. H 0.0644
30. H 0.0540
31. H 0.0161
32. H 0.0454
33. H 0.0666
34. H 0.0750
35. H 0.0685
36. H 0.0542
37. H 0.0136
38. H 0.0643
39. H 0.0796
40. H 0.0736
41. H 0.1055
42. H 0.1097
43. H 0.1086
44. H 0.1110
45. H 0.0583
46. C -0.0433
47. N -0.0330
48. C -0.7269
49. S 0.7239
50. N -0.0149
51. C -0.0455
52. H 0.1009
53. H 0.0829
54. H 0.0953
55. H 0.0449
56. H 0.1203
57. H 0.0952
58. H 0.0972
59. H 0.0884
60. O -0.1323
61. C -0.4956
62. C -0.1044
63. C -0.1758
64. C -0.1989
65. C -0.1730
66. C -0.1574
67. N 0.0972
68. H 0.1208
69. H 0.1129
70. H 0.1172
71. H 0.1028
72. H 0.1194
73. H 0.1144
74. H 0.1139
75. H 0.1145
76. H 0.1307
77. H 0.1265
78. H 0.1183
79. N 0.0689
80. C -0.2092
81. C -0.2346
82. C -0.2143
83. N 0.1942
84. C -0.1925
85. N 0.2000

# 3
The following is a quantum chemistry calculation of C11H20AlCl2FN3O4 as an isolated structure in a non-equilibrium geometry, from the OMol25 dataset.

```
! RIJCOSX wB97M-V def2-TZVPD def2/J DEFGRID3
* xyz -1 1
N -0.095 -4.798 0.384
C -0.457 -3.787 0.794
O -1.243 -2.775 1.155
C -0.915 -1.599 0.530
N -0.030 -1.356 -0.396
C -0.114 0.026 -0.684
C -1.137 0.510 0.110
N -1.635 -0.548 0.874
C -2.717 -0.475 1.835
C -4.140 -0.602 1.196
C -4.150 -1.254 -0.197
O -5.367 -1.957 -0.463
H 0.610 -2.044 -0.817
H 0.515 0.571 -1.387
H -1.460 1.546 0.139
H -2.684 0.487 2.350
H -2.623 -1.260 2.586
H -4.759 -1.204 1.872
H -4.597 0.387 1.109
H -3.352 -1.997 -0.325
H -4.050 -0.486 -0.974
H -5.947 -1.863 0.297
C 3.426 -0.055 -0.838
C 3.672 -1.554 -0.822
O 2.508 -2.095 -1.259
H 2.603 0.240 -0.177
H 4.330 0.449 -0.496
H 3.205 0.309 -1.839
H 4.010 -1.824 0.192
H 4.606 -1.701 -1.417
Al -1.918 1.585 -2.350
C 2.130 3.368 1.151
C 1.923 3.678 -0.354
O 2.350 2.655 -1.091
H 3.187 3.217 1.380
H 1.771 4.205 1.764
H 1.576 2.473 1.457
H 2.404 4.665 -0.531
H 0.821 3.941 -0.435
F 5.988 -0.440 -1.357
Cl -0.783 5.109 -0.658
Cl 2.536 -3.744 -2.307
*
```

## Properties
Total energy, hartree: -2158.6660

For each atom in turn, the Löwdin charge in e is:
1. N 0.2368
2. C -0.2526
3. O 0.1513
4. C -0.2965
5. N 0.2329
6. C -0.0928
7. C -0.1338
8. N 0.0200
9. C -0.0762
10. C -0.1210
11. C -0.2520
12. O -0.0614
13. H 0.1441
14. H 0.0775
15. H 0.0789
16. H 0.1407
17. H 0.1315
18. H 0.1159
19. H 0.1177
20. H 0.1112
21. H 0.0706
22. H 0.0728
23. C -0.1099
24. C -0.4059
25. O -0.5129
26. H 0.0401
27. H 0.0769
28. H 0.0798
29. H 0.1151
30. H 0.0976
31. Al 0.7000
32. C -0.1197
33. C -0.5637
34. O -0.2039
35. H 0.0585
36. H 0.0524
37. H 0.0384
38. H 0.0916
39. H -0.1160
40. F -0.7062
41. Cl -0.4181
42. Cl 0.3902

# 4
The following is a quantum chemistry calculation of a 4-piece molecular cluster, C40H65Br3FN4O16P3S overall in a non-equilibrium geometry, from the OMol25 dataset.

```
! RIJCOSX wB97M-V def2-TZVPD def2/J DEFGRID3
* xyz 0 1
C -1.838 -2.203 -0.391
C -1.948 -1.340 -1.685
O -1.429 -1.766 -2.688
O -2.583 -0.100 -1.774
C -2.142 0.831 -0.774
C -0.926 1.716 -1.211
C 0.469 1.016 -1.044
C 1.043 1.022 0.423
C 1.352 2.452 1.021
C 2.857 2.860 0.924
C 3.863 2.389 1.899
C 3.523 1.496 3.127
C 2.848 0.125 2.794
O 3.292 -0.735 2.123
Br 1.034 -0.190 3.581
C 5.267 2.791 1.694
Br 6.701 2.203 2.908
C 5.679 3.662 0.608
C 7.140 4.142 0.342
P 7.825 3.045 -1.041
O 8.955 2.253 -0.483
O 8.330 3.937 -2.348
O 6.650 1.986 -1.587
C 4.648 4.125 -0.306
C 3.222 3.750 -0.204
N 2.212 4.245 -1.140
C 2.338 3.604 -2.470
O 1.061 3.345 -3.088
C 1.195 3.617 -4.456
C 0.609 4.975 -4.982
O 1.730 2.888 -5.236
C 2.304 5.693 -1.298
C 3.582 6.385 -1.590
C 3.656 7.819 -1.752
C 2.408 8.612 -1.611
P 2.544 10.485 -1.789
O 2.136 10.912 -3.367
Br 4.740 11.058 -1.497
C 1.141 7.941 -1.312
C -0.143 8.806 -1.132
P -1.399 8.657 -2.505
O -2.744 8.466 -1.861
O -1.036 7.400 -3.515
O -1.440 10.123 -3.264
C 1.082 6.471 -1.166
C -0.265 5.723 -0.871
C -0.439 5.501 0.662
O 0.280 6.029 1.438
F -1.479 4.713 1.124
S 5.032 5.272 -1.684
H -1.224 -1.602 0.346
H -1.245 -3.141 -0.559
H -2.827 -2.384 0.098
H -1.913 0.377 0.225
H -3.006 1.534 -0.595
H -0.933 2.694 -0.662
H -1.036 1.961 -2.306
H 0.330 -0.071 -1.324
H 1.270 1.399 -1.723
H 1.928 0.330 0.425
H 0.241 0.569 1.075
H 0.746 3.245 0.525
H 1.097 2.444 2.121
H 4.386 1.294 3.806
H 2.771 2.070 3.744
H 7.823 4.008 1.211
H 7.178 5.184 -0.086
H 7.552 4.436 -2.668
H 7.081 1.320 -2.160
H 3.001 2.702 -2.437
H 2.872 4.346 -3.138
H 0.888 5.065 -6.067
H 1.067 5.851 -4.456
H -0.515 4.984 -4.934
H 4.638 8.303 -1.948
H 2.518 10.230 -3.955
H -0.656 8.415 -0.207
H 0.078 9.884 -0.921
H -1.627 6.668 -3.253
H -2.385 10.366 -3.338
H -0.326 4.769 -1.467
H -1.152 6.332 -1.206
C -5.573 -6.915 0.463
C -4.555 -6.018 1.158
C -5.174 -4.754 1.782
O -5.493 -3.732 0.846
C -6.732 -3.905 0.182
N -3.488 -5.683 0.206
H -5.888 -6.520 -0.504
H -5.141 -7.902 0.277
H -6.462 -7.052 1.083
H -4.117 -6.600 1.971
H -4.428 -4.312 2.451
H -6.044 -4.997 2.403
H -7.484 -4.366 0.829
H -6.597 -4.498 -0.726
H -7.092 -2.920 -0.120
H -2.764 -5.165 0.700
H -3.869 -5.000 -0.447
C -6.273 -10.030 3.175
C -4.949 -9.482 3.700
C -4.462 -10.177 4.984
O -5.142 -9.773 6.163
C -6.381 -10.427 6.384
N -5.077 -8.031 3.883
H -7.129 -9.685 3.757
H -6.436 -9.701 2.146
H -6.274 -11.123 3.179
H -4.196 -9.663 2.926
H -3.416 -9.894 5.142
H -4.476 -11.269 4.882
H -6.365 -11.465 6.040
H -7.191 -9.878 5.899
H -6.576 -10.420 7.457
H -4.166 -7.654 4.140
H -5.642 -7.879 4.717
C 4.093 -3.596 -1.289
C 2.853 -2.750 -1.020
C 1.995 -3.270 0.148
O 1.200 -4.405 -0.167
C 1.885 -5.643 -0.100
N 2.074 -2.643 -2.260
H 3.858 -4.531 -1.800
H 4.790 -3.052 -1.929
H 4.614 -3.836 -0.359
H 3.200 -1.747 -0.747
H 1.283 -2.481 0.417
H 2.602 -3.457 1.042
H 2.638 -5.654 0.694
H 2.345 -5.875 -1.063
H 1.150 -6.422 0.109
H 1.299 -2.000 -2.108
H 1.614 -3.540 -2.409
*
```

## Properties
Total energy, hartree: -12230.2806
SMILES: CC(=O)OCCCCCc1c(CC(=O)Br)c(Br)c(CP(=O)(O)O)c2c1N(COC(C)=O)c1c(cc(P(O)Br)c(CP(=O)(O)O)c1CC(=O)F)S2.COC[C@@H](C)N.COC[C@@H](C)N.COC[C@@H](C)N

Atom charges from the Löwdin analysis, given in e for atoms 1 to 99:
1. C 0.0192
2. C -0.4805
3. O 0.1000
4. O -0.0186
5. C -0.1858
6. C -0.1452
7. C -0.1620
8. C -0.1952
9. C -0.1134
10. C -0.0337
11. C -0.1353
12. C -0.1437
13. C -0.7261
14. O 0.0483
15. Br 0.6859
16. C -0.4547
17. Br 0.7891
18. C -0.2942
19. C -0.1960
20. P 0.5363
21. O -0.3105
22. O -0.1587
23. O -0.1676
24. C -0.3284
25. C -0.1290
26. N -0.0235
27. C -0.1605
28. O -0.0478
29. C -0.4774
30. C 0.0180
31. O 0.1490
32. C -0.1479
33. C -0.3730
34. C -0.0988
35. C -0.3300
36. P 0.5785
37. O -0.3636
38. Br 0.2460
39. C -0.1777
40. C -0.1663
41. P 0.5451
42. O -0.3197
43. O -0.1594
44. O -0.1530
45. C -0.0634
46. C -0.0275
47. C -0.4175
48. O 0.1713
49. F 0.0731
50. S 1.0031
51. H 0.0728
52. H 0.0891
53. H 0.0871
54. H 0.1145
55. H 0.1345
56. H 0.0891
57. H 0.1219
58. H 0.0991
59. H 0.0972
60. H 0.0972
61. H 0.0548
62. H 0.0783
63. H 0.1049
64. H 0.0765
65. H 0.1121
66. H 0.0621
67. H 0.0778
68. H 0.0350
69. H 0.0917
70. H 0.1608
71. H 0.1223
72. H 0.0954
73. H 0.0779
74. H 0.0898
75. H 0.0546
76. H 0.0547
77. H 0.1132
78. H 0.0770
79. H 0.0790
80. H 0.0903
81. H 0.1167
82. H 0.0981
83. C -0.0754
84. C -0.4361
85. C -0.2032
86. O -0.2031
87. C -0.1064
88. N 0.0446
89. H 0.0628
90. H 0.0733
91. H 0.0727
92. H 0.1052
93. H 0.1199
94. H 0.1178
95. H 0.0905
96. H 0.0751
97. H 0.0864
98. H 0.0628
99. H 0.0651

# 5
The following is a quantum chemistry calculation of C8H11F5I2IrNO2 as an isolated structure in a non-equilibrium geometry, from the OMol25 dataset.

```
! RIJCOSX wB97M-V def2-TZVPD def2/J DEFGRID3
* xyz 2 1
Ir 0.419 -1.931 -0.683
I 2.720 -3.304 -0.621
C 2.380 -3.866 -2.641
I 0.414 -3.167 -3.000
H 2.393 -4.948 -2.716
H 3.095 -3.388 -3.301
O 0.638 -0.524 0.823
C -0.089 0.295 0.185
O -0.579 -0.089 -0.926
C -0.442 1.625 0.790
N -1.134 2.481 -0.251
C -0.178 3.610 -0.596
C 0.519 3.860 0.727
C 0.756 2.456 1.293
H -1.167 1.406 1.576
H -1.997 2.865 0.136
H -1.397 1.918 -1.066
H -0.751 4.441 -0.999
H 0.492 3.223 -1.363
H -0.122 4.447 1.386
H 1.445 4.413 0.590
H 0.801 2.445 2.378
H 1.686 2.030 0.917
F -2.070 -3.119 -0.625
C -0.998 -3.068 0.185
F -0.514 -4.313 0.324
C -1.474 -2.572 1.572
F -1.966 -1.322 1.447
F -2.421 -3.360 2.034
F -0.456 -2.544 2.426
*
```

## Properties
ΔE to the lowest compared entry with this formula, charge and spin, eV: 0.0000

For each atom in turn, the Löwdin charge in e is:
1. Ir 0.7773
2. I 1.1113
3. C -0.9738
4. I 1.1367
5. H 0.0029
6. H 0.0038
7. O -0.0737
8. C -0.5692
9. O -0.0793
10. C -0.1300
11. N 0.1207
12. C -0.0693
13. C -0.1272
14. C -0.0797
15. H 0.1840
16. H 0.1972
17. H 0.1745
18. H 0.1449
19. H 0.1454
20. H 0.1340
21. H 0.1377
22. H 0.1392
23. H 0.1329
24. F 0.0810
25. C -0.5508
26. F 0.0711
27. C -0.5970
28. F 0.1487
29. F 0.2271
30. F 0.1799

# 6
The following is a quantum chemistry calculation of C21H23ClN2O3 in the gas phase, from the OMol25 dataset.

```
! RIJCOSX wB97M-V def2-TZVPD def2/J DEFGRID3
* xyz 0 1
C -4.061 -4.326 -0.849
H -4.623 -5.115 -1.345
O -4.886 -3.187 -0.890
C -4.441 -2.038 -0.316
C -3.202 -1.878 0.298
C -2.862 -0.657 0.853
C -3.733 0.422 0.811
C -4.965 0.259 0.188
C -5.319 -0.954 -0.364
H -6.275 -1.091 -0.843
H -5.658 1.087 0.143
C -3.309 1.747 1.388
N -2.244 2.335 0.595
C -0.951 2.291 0.977
O -0.594 1.898 2.068
C 0.032 2.743 -0.105
C 0.417 1.491 -0.917
H -0.442 0.825 -1.019
H 0.741 1.778 -1.920
C 1.552 0.755 -0.212
N 2.747 1.573 -0.247
C 4.007 1.106 -0.366
O 4.966 1.846 -0.506
C 4.187 -0.382 -0.314
C 4.839 -1.019 -1.364
C 5.079 -2.380 -1.309
C 4.688 -3.117 -0.204
C 4.059 -2.471 0.849
C 3.804 -1.111 0.806
H 3.328 -0.623 1.643
Cl 3.578 -3.379 2.241
H 4.876 -4.177 -0.151
H 5.580 -2.873 -2.128
H 5.156 -0.437 -2.215
C 2.543 3.011 -0.237
C 1.282 3.357 0.540
H 1.369 2.967 1.557
H 1.181 4.440 0.605
H 2.477 3.390 -1.265
H 3.424 3.464 0.223
H 1.753 -0.199 -0.706
H 1.250 0.555 0.823
H -0.460 3.464 -0.763
H -2.472 2.583 -0.355
H -4.153 2.441 1.425
H -2.901 1.616 2.393
H -1.902 -0.542 1.336
H -2.500 -2.694 0.355
H -3.120 -4.161 -1.385
H -3.845 -4.629 0.181
*
```

## Properties
SMILES: COc1ccc(CNC(=O)C2CCN(C(=O)c3cccc(Cl)c3)CC2)cc1
ΔE to the lowest compared entry with this formula, charge and spin, eV: 0.7378

For each atom in turn, the Löwdin charge in e is:
1. C -0.0898
2. H 0.0928
3. O -0.0846
4. C -0.2783
5. C -0.0130
6. C -0.0287
7. C -0.2216
8. C -0.0387
9. C -0.0022
10. H 0.1174
11. H 0.1105
12. C -0.1256
13. N 0.0789
14. C -0.4832
15. O 0.0626
16. C -0.2227
17. C -0.1109
18. H 0.1174
19. H 0.1241
20. C -0.1374
21. N -0.0338
22. C -0.4293
23. O 0.0746
24. C -0.1454
25. C -0.0169
26. C -0.0674
27. C -0.1064
28. C -0.6615
29. C -0.0600
30. H 0.1193
31. Cl 0.6733
32. H 0.1035
33. H 0.1068
34. H 0.1206
35. C -0.1328
36. C -0.1174
37. H 0.1197
38. H 0.1230
39. H 0.1340
40. H 0.1273
41. H 0.1303
42. H 0.1260
43. H 0.1403
44. H 0.1467
45. H 0.1214
46. H 0.1268
47. H 0.1163
48. H 0.1033
49. H 0.0950
50. H 0.0961

# 7
The following is a quantum chemistry calculation of C3H2BiO2 as an isolated structure in a non-equilibrium geometry, from the OMol25 dataset.

```
! RIJCOSX wB97M-V def2-TZVPD def2/J DEFGRID3
* xyz 1 1
O -1.530 0.103 0.060
C -0.534 0.352 -0.768
C 0.778 0.160 -0.486
O 1.282 -0.287 0.751
C 0.566 -0.609 1.810
Bi -1.380 -1.512 1.231
H -0.726 1.101 -1.551
H 1.545 0.691 -1.047
*
```

## Properties
ΔE to the lowest compared entry with this formula, charge and spin, eV: 0.0292

For each atom in turn, the Löwdin charge in e is:
1. O -0.4327
2. C -0.2398
3. C -0.0882
4. O -0.0930
5. C -0.0557
6. Bi 1.6076
7. H 0.1582
8. H 0.1437